Record 1
Entry from the OMol25 dataset: a 2-piece molecular cluster, C21H34N2O9P3 overall at a distorted geometry (wB97M-V/def2-TZVPD).

Positions of all 69 atoms, in Å:
C  -4.00171  -7.82709  -6.83863
O  -3.12337  -7.31381  -5.86125
C  -2.31190  -6.23255  -6.31134
C  -0.85108  -6.51288  -6.00106
C  -0.40379  -6.22508  -4.55991
C  -0.88501  -4.88212  -3.96129
C  0.28381  -4.07363  -3.35419
C  -0.09135  -3.33016  -2.06294
C  1.11714  -2.49407  -1.60799
C  1.17338  -2.25504  -0.08340
C  0.76440  -0.83830  0.33356
C  1.36294  -0.44476  1.71179
C  1.97464  0.97336  1.71035
C  1.01215  1.99664  2.25882
C  0.71820  2.09374  3.61032
P  1.46830  0.97525  4.81856
N  2.91345  1.82870  5.36214
O  0.49315  0.93833  6.15950
C  -0.22224  3.12359  4.04877
O  -0.90979  2.97270  5.07374
C  -0.28291  4.28139  3.19530
O  -0.64219  5.53689  3.71509
C  -1.82725  5.63221  4.22127
N  -2.88005  5.57234  4.75816
C  0.00148  4.18208  1.86376
P  -0.07169  5.49977  0.63387
C  -0.05535  7.15663  1.42762
C  1.50838  5.45587  -0.32281
C  0.37865  2.89112  1.34618
O  0.15749  2.54374  0.15332
H  -4.92140  -8.12783  -6.33955
H  -4.28121  -7.09308  -7.59105
H  -3.56147  -8.72150  -7.28350
H  -2.40097  -6.09405  -7.38973
H  -2.68884  -5.32078  -5.85115
H  -0.20446  -6.01819  -6.72128
H  -0.71993  -7.58278  -6.16702
H  -0.65449  -7.05345  -3.90490
H  0.68463  -6.19170  -4.57774
H  -1.59633  -5.11708  -3.17436
H  -1.34540  -4.25171  -4.71318
H  1.13626  -4.70904  -3.13089
H  0.56202  -3.31059  -4.07982
H  -0.93353  -2.67675  -2.28383
H  -0.36507  -4.06431  -1.30792
H  1.14129  -1.54886  -2.13945
H  1.99808  -3.07693  -1.88459
H  0.54207  -2.98823  0.41620
H  2.18965  -2.43477  0.26153
H  -0.32019  -0.78234  0.37794
H  1.10428  -0.09272  -0.38079
H  0.55053  -0.45968  2.42672
H  2.08041  -1.19475  2.04401
H  2.31452  1.26268  0.72004
H  2.80959  0.96293  2.41089
H  2.82862  2.04347  6.35327
H  2.91597  2.73615  4.89858
H  0.35745  1.85614  6.44365
H  0.74866  7.32199  2.14317
H  -0.98320  7.25614  1.97988
H  -0.06290  7.94247  0.67739
H  2.36310  5.81033  0.25941
H  1.40735  6.10630  -1.18787
H  1.72551  4.45155  -0.67484
O  -1.75451  8.00656  7.03484
P  -0.23779  7.99213  6.78889
O  0.31695  6.62696  7.23612
O  0.41230  9.13932  7.58453
O  0.07457  8.17115  5.28911

Values from the calculation:
Lowest unoccupied orbital energy, Eh: 0.1379
Orbital gap, eV: 0.791
E_HOMO, eV: 2.96
F_max, Eh/bohr: 0.06790
Charge: -3
Molecular weight, g/mol: 551.4
Spin multiplicity: 1

Record 2
Entry from the OMol25 dataset: a 2-piece molecular cluster, C21H34N3O6 overall at a distorted geometry (wB97M-V/def2-TZVPD).

Positions of all 64 atoms, in Å:
C  -3.54397  1.40188  -0.01265
C  -3.00451  2.41246  1.08073
C  -1.43048  2.67570  1.02440
C  -0.66781  1.70826  0.06414
C  0.07404  0.50147  0.43062
C  0.29797  -0.06491  1.91053
O  -0.74082  -0.98066  2.25526
C  -0.41972  -1.78692  3.40848
C  0.54699  -1.10996  4.46093
O  0.62352  -1.85819  5.69513
C  1.37286  -3.07303  5.51715
C  0.49466  -4.29618  6.07090
N  0.58724  -0.11620  -0.76788
O  1.28803  -1.27122  -0.76310
C  1.72366  -1.66307  -2.07542
O  2.89542  -1.54970  -2.30940
C  0.78255  -2.18913  -3.18633
C  -0.27666  -3.19462  -3.00224
C  -1.14277  -3.64732  -4.10539
C  -0.89110  -3.03203  -5.44015
C  0.14917  -2.00227  -5.67940
C  0.97439  -1.58292  -4.54007
C  0.18954  0.69740  -1.79730
N  -0.53054  1.79235  -1.36318
C  -1.05659  2.85348  -2.25601
C  -0.29653  4.23132  -1.97980
O  -1.03908  5.32823  -2.54870
C  1.15961  4.27744  -2.58882
N  2.03021  3.12387  -2.17031
H  -3.48264  1.78011  -1.06906
H  -3.03586  0.39640  0.01054
H  -4.64730  1.25892  0.20422
H  -3.54223  3.38992  0.92734
H  -3.35347  2.01779  2.08267
H  -1.28383  3.74406  0.71860
H  -0.99295  2.53779  2.05780
H  1.34278  -0.50134  1.91919
H  0.18582  0.84356  2.57643
H  -1.40144  -1.96122  3.95076
H  -0.05362  -2.82801  3.14093
H  0.19233  -0.06809  4.68643
H  1.61767  -1.06675  4.08024
H  2.38891  -3.04957  6.01557
H  1.57343  -3.32070  4.43005
H  0.13612  -4.94565  5.22834
H  1.04826  -4.88718  6.84845
H  -0.42685  -3.83146  6.52999
H  -0.44256  -3.63439  -1.98311
H  -1.95513  -4.40486  -3.99189
H  -1.52590  -3.37756  -6.29133
H  0.32315  -1.54669  -6.68859
H  1.79598  -0.82120  -4.66647
H  0.40715  0.52002  -2.88072
H  -0.84109  2.61274  -3.33979
H  -2.14188  3.06139  -2.06786
H  -0.21378  4.44474  -0.87745
H  -0.61067  6.17066  -2.30472
H  1.66185  5.21359  -2.17688
H  1.14866  4.39016  -3.70994
H  2.37301  3.39619  -1.23574
H  2.86730  3.22103  -2.76569
O  3.28415  -2.31965  1.93390
H  3.34155  -1.97643  1.03365
H  4.11380  -2.04381  2.34208

Values from the calculation:
Lowest unoccupied orbital energy, Eh: -0.1142
Orbital gap, eV: 8.534
E_HOMO, eV: -11.64
F_max, Eh/bohr: 0.10501
Charge: +1
Molecular weight, g/mol: 424.5
Spin multiplicity: 1

Record 3
Entry from the OMol25 dataset: C21H35AgAsN4O3S3Si2 as an isolated structure at a distorted geometry (wB97M-V/def2-TZVPD).

Positions of all 70 atoms, in Å:
Ag  0.42117  -0.37698  0.62963
N  -0.07529  -1.34700  4.06713
C  1.19246  -1.54195  3.62599
N  1.53989  -1.62690  2.37141
C  2.89985  -1.80938  2.23732
C  3.60595  -1.85954  3.38400
S  2.53264  -1.69879  4.72640
C  3.43630  -1.88129  0.86585
C  4.68950  -2.22103  0.48625
S  4.82495  -2.07035  -1.23164
C  3.15821  -1.55641  -1.29296
N  2.57613  -1.52441  -0.14565
N  2.52246  -1.23254  -2.46299
H  -0.85963  -1.69152  3.49579
H  -0.21714  -1.40414  5.05975
H  4.67272  -1.94028  3.51679
H  5.52377  -2.54339  1.08888
H  3.08769  -0.98582  -3.25403
H  1.65829  -0.71969  -2.35200
O  -2.05511  -2.72364  2.71390
C  -2.18034  -2.46955  1.49319
O  -1.75879  -1.45030  0.89345
C  -2.90183  -3.49873  0.63267
C  -3.58764  -4.55756  1.21617
C  -4.23444  -5.49922  0.42306
C  -4.18761  -5.39165  -0.96322
C  -3.49993  -4.33621  -1.55037
C  -2.86468  -3.39099  -0.75351
H  -3.59686  -4.62607  2.29648
H  -4.77237  -6.32028  0.88444
H  -4.68213  -6.13062  -1.58338
H  -3.46120  -4.24803  -2.63002
H  -2.33060  -2.55408  -1.18594
C  -1.36414  2.64294  -3.78531
Si  -1.50110  1.67929  -2.17981
C  -2.17509  2.87234  -0.90516
C  -2.80418  0.35754  -2.40649
As  0.44922  0.55001  -1.74306
Si  1.99093  2.26524  -1.59193
C  1.33807  3.97077  -1.14287
C  3.32540  1.84446  -0.35100
C  2.85242  2.50751  -3.24214
H  -2.34444  2.99643  -4.12700
H  -0.92982  2.00468  -4.56058
H  -0.70849  3.51416  -3.67029
H  -3.04980  3.38250  -1.32463
H  -1.43971  3.62806  -0.61603
H  -2.48980  2.33565  -0.00475
H  -3.75669  0.77189  -2.75843
H  -2.97249  -0.16865  -1.45844
H  -2.45515  -0.38414  -3.13199
H  0.79822  3.95271  -0.19425
H  0.65128  4.34771  -1.90808
H  2.17260  4.67689  -1.05277
H  2.92626  1.79932  0.67025
H  4.12901  2.59081  -0.38818
H  3.75525  0.85816  -0.56490
H  2.12381  2.73903  -4.02758
H  3.37400  1.59025  -3.53641
H  3.58588  3.32343  -3.19313
C  -0.17727  3.70303  2.64420
S  0.01792  2.06113  1.94867
C  -1.51686  1.41738  2.61815
O  1.15592  1.45504  2.72941
H  -0.33935  3.60721  3.72114
H  -1.01462  4.21101  2.15892
H  0.75228  4.23485  2.44321
H  -2.32709  2.06534  2.27750
H  -1.43106  1.42295  3.70701
H  -1.67771  0.40138  2.24392

Values from the calculation:
Lowest unoccupied orbital energy, Eh: 0.0884
Orbital gap, eV: 6.395
E_HOMO, eV: -3.99
F_max, Eh/bohr: 0.05351
Charge: -1
Molecular weight, g/mol: 726.7
Spin multiplicity: 1